# 1
The following is a DFT calculation (ωB97M-V/def2-TZVPD) of a structure of composition C36H32CrN5O2S5SeSi in a non-equilibrium geometry.

Summary:
- energy (a.u.) = -7541.8253
- frontier orbital gap (alpha / beta) (eV) = 4.902 / 5.653
- spin multiplicity = 5
- net charge = -1
- M (g mol⁻¹) = 886.06
- ΔE to the lowest compared entry with this formula, charge and spin (kcal/mol) = 23.8
- HOMO energy (alpha / beta) (eV) = -3.6 / -4.5

Last column: Mulliken spin population.
Positions of all 83 atoms, in Å:
Se1 -5.424 -0.883 3.188  0.2163
Cr1 -0.896 -0.228 1.455  3.3192
S1 2.192 2.866 7.450  -0.0047
S2 1.208 -0.367 2.657  -0.1266
S3 -0.091 2.493 5.574  0.0005
S4 -1.515 1.307 3.180  -0.1652
S5 2.305 0.998 5.135  0.0016
Si1 1.555 0.264 -0.922  -0.0157
O1 0.217 0.342 -0.042  -0.1526
O2 -2.446 1.955 -0.191  0.0169
N1 -2.073 -1.252 0.019  -0.0551
N2 -1.694 -1.707 2.672  -0.0035
N3 -5.004 -2.418 4.029  0.2535
N4 -3.761 -0.611 2.534  0.1480
N5 -4.558 -4.429 -3.512  0.0020
C1 1.337 0.893 -2.705  0.0037
C2 -2.232 1.037 -2.419  0.0082
C3 -1.020 -2.790 3.138  0.2400
C4 5.188 2.254 -0.679  0.0007
C5 -2.048 -3.139 -1.436  0.0035
C6 -4.034 -3.747 -2.754  -0.0004
C7 -4.013 -1.807 -1.241  0.0001
C8 3.272 -4.124 -1.067  -0.0007
C9 3.884 -3.149 -0.291  0.0022
C10 2.132 -3.805 -1.798  -0.0002
C11 1.372 0.702 -5.139  -0.0001
C12 -1.602 -3.773 3.909  -0.0584
C13 -0.100 1.433 4.188  0.0233
C14 2.947 1.378 -0.322  0.0075
C15 -1.176 3.799 0.814  0.0083
C16 1.623 -2.511 -1.754  0.0017
C17 2.830 2.218 0.790  0.0013
C18 1.506 2.158 6.124  -0.0017
C19 5.056 3.073 0.438  -0.0003
C20 3.369 -1.856 -0.255  0.0016
C21 -2.951 -3.707 4.261  0.2689
C22 -3.710 -2.618 3.798  -0.0531
C23 -2.535 3.154 0.583  -0.0009
C24 1.110 2.269 -2.873  -0.0007
C25 1.094 2.056 -5.271  0.0000
C26 4.141 1.423 -1.055  0.0003
C27 -2.111 2.256 -1.538  -0.0023
C28 -3.029 -1.612 2.974  -0.0838
C29 -3.329 -1.002 -0.344  0.0278
C30 1.015 0.725 3.990  0.0285
C31 1.494 0.131 -3.871  -0.0001
C32 -1.449 -2.297 -0.521  0.0735
C33 0.975 2.843 -4.130  0.0002
C34 -3.362 -2.887 -1.795  0.0036
C35 3.875 3.059 1.168  -0.0010
C36 2.233 -1.502 -0.993  0.0139
H1 -1.555 0.255 -2.068  -0.0003
H2 -0.983 -4.592 4.252  0.0027
H3 0.031 -2.831 2.893  0.0398
H4 1.731 -0.924 -3.803  0.0000
H5 4.252 0.794 -1.937  -0.0002
H6 0.789 3.908 -4.221  0.0001
H7 1.507 0.085 -6.021  0.0000
H8 3.854 -1.106 0.363  -0.0012
H9 1.915 2.205 1.371  0.0083
H10 -1.089 2.621 -1.583  0.0002
H11 -1.229 4.484 1.663  -0.0017
H12 -0.427 -2.470 -0.208  0.0087
H13 3.676 -5.129 -1.100  -0.0001
H14 0.723 -2.284 -2.321  0.0020
H15 3.764 3.697 2.038  0.0000
H16 -0.439 3.028 1.044  -0.0042
H17 1.644 -4.561 -2.403  0.0001
H18 1.064 2.910 -1.994  0.0002
H19 -0.835 4.358 -0.062  0.0002
H20 -2.988 2.869 1.526  -0.0017
H21 -3.415 -4.468 4.876  0.0071
H22 -3.206 3.857 0.073  0.0008
H23 -2.773 3.053 -1.898  0.0012
H24 -1.498 -3.970 -1.857  -0.0012
H25 -3.255 0.655 -2.426  -0.0004
H26 -1.945 1.300 -3.441  0.0002
H27 4.766 -3.394 0.291  0.0001
H28 0.987 2.499 -6.255  0.0000
H29 5.872 3.722 0.736  0.0000
H30 -3.778 -0.126 0.091  -0.0122
H31 -5.034 -1.578 -1.509  0.0020
H32 6.104 2.269 -1.260  0.0000


# 2
The following is a DFT calculation (ωB97M-V/def2-TZVPD) of a structure of composition C34H47CsN4O8P2S2Si in a non-equilibrium geometry.

Summary:
- energy (a.u.) = -3933.7490
- frontier orbital gap (alpha / beta) (eV) = 5.558 / 3.440
- spin multiplicity = 1
- net charge = -2
- M (g mol⁻¹) = 926.84
- ΔE to the lowest compared entry with this formula, charge and spin (kcal/mol) = 57.8
- HOMO energy (alpha / beta) (eV) = -2.0 / 0.1

Last column: Löwdin charge in e.
Positions of all 99 atoms, in Å:
Cs1 -0.555 -0.410 0.263  1.5643
S1 3.533 -1.860 -6.622  0.9795
S2 -7.439 1.411 -3.417  0.9939
P1 -2.480 -3.397 1.520  0.3212
P2 0.334 -2.726 2.554  0.2493
Si1 2.785 1.211 1.903  0.8629
O1 -2.217 -2.085 0.826  -0.6589
O2 1.070 -2.244 1.362  -0.4908
O3 -3.041 -4.446 0.412  -0.1508
O4 -3.320 -3.502 2.755  -0.3211
O5 -1.469 3.580 -0.182  -0.0318
O6 -0.723 -1.625 3.100  -0.2258
O7 -0.159 1.912 0.590  -0.5088
O8 1.022 -3.315 3.760  -0.3356
N1 -2.551 1.420 4.019  -0.0032
N2 -2.613 -0.143 -2.257  0.0871
N3 -0.070 -0.922 -2.991  0.0758
N4 -1.124 -4.760 3.415  0.1409
C1 1.752 1.483 4.554  -0.1036
C2 -1.595 -0.203 -6.332  -0.0481
C3 2.679 2.950 -0.287  -0.1047
C4 -8.516 1.846 -2.150  -0.4629
C5 3.257 -0.451 4.112  -0.1104
C6 3.015 1.033 3.806  -0.6538
C7 -1.209 2.628 0.574  -0.7523
C8 5.248 -2.262 -4.789  -0.2291
C9 1.623 -1.282 -4.691  -0.2419
C10 -0.977 -0.559 -3.967  -0.1691
C11 -0.604 -0.579 -5.346  -0.1697
C12 -4.817 0.682 -2.817  -0.2264
C13 4.041 -1.913 -4.123  -0.1482
C14 -2.835 0.174 -5.971  -0.0505
C15 2.366 4.030 1.942  -0.0965
C16 -2.275 2.231 1.623  -0.1465
C17 1.143 -1.247 -3.356  -0.1026
C18 -0.850 -4.110 2.068  -0.4771
C19 -7.892 1.769 -0.945  -0.2164
C20 -3.228 0.219 -4.582  -0.1645
C21 -4.481 0.632 -4.174  -0.0186
C22 4.650 3.271 1.198  -0.1114
C23 -0.171 -5.079 1.113  -0.0866
C24 3.988 0.004 1.088  -0.2084
C25 3.146 2.950 1.180  -0.6526
C26 2.988 -1.657 -4.980  -0.4858
C27 -6.118 1.119 -2.328  -0.4771
C28 0.681 -0.941 -5.686  -0.0298
C29 -3.806 0.266 -1.916  -0.0917
C30 4.216 1.838 4.322  -0.1156
C31 -1.674 2.057 3.016  -0.2879
C32 5.136 -2.276 -6.146  -0.4708
C33 -2.274 -0.162 -3.589  -0.1635
C34 -6.532 1.358 -1.041  -0.1359
H1 3.617 -1.021 1.208  0.0160
H2 -3.050 2.996 1.615  0.1040
H3 5.229 2.510 0.660  0.0705
H4 -1.338 -1.504 2.335  -0.0549
H5 2.559 5.017 1.494  0.0806
H6 0.904 0.829 4.330  0.0698
H7 1.927 1.442 5.639  0.0793
H8 3.956 -1.836 -3.047  0.0960
H9 -1.309 -0.225 -7.379  0.1005
H10 -0.764 1.465 2.934  0.0739
H11 4.204 -0.804 3.689  0.0713
H12 0.057 -4.562 0.179  0.0894
H13 -2.871 -4.086 -0.472  0.0794
H14 -1.176 -5.770 3.347  0.1463
H15 1.601 2.782 -0.362  0.0568
H16 5.142 1.582 3.791  0.0723
H17 6.173 -2.488 -4.272  0.0898
H18 4.372 1.619 5.390  0.0757
H19 2.464 -1.097 3.729  0.0521
H20 4.992 0.068 1.533  0.0262
H21 1.289 3.841 1.882  0.0751
H22 -9.532 2.137 -2.371  0.0455
H23 -8.383 2.007 -0.009  0.0919
H24 3.301 -0.597 5.201  0.0839
H25 -2.726 1.278 1.306  0.0795
H26 -3.470 1.842 3.976  0.0480
H27 0.966 -0.948 -6.735  0.0815
H28 4.075 0.210 0.015  0.0187
H29 1.456 2.507 4.298  0.0669
H30 -2.683 0.443 3.784  0.0498
H31 4.058 2.916 4.226  0.0592
H32 -4.018 0.254 -0.845  0.1064
H33 -1.382 3.035 3.404  0.1112
H34 -3.566 0.461 -6.721  0.1009
H35 5.889 -2.494 -6.888  0.0417
H36 5.057 3.352 2.207  0.0526
H37 2.912 3.927 -0.737  0.0812
H38 3.195 2.185 -0.879  0.0701
H39 1.819 -1.525 -2.546  0.1088
H40 4.820 4.234 0.692  0.0758
H41 -2.043 -4.368 3.706  0.1092
H42 2.657 4.082 2.997  0.0562
H43 -5.874 1.265 -0.186  0.1030
H44 0.780 -5.429 1.527  0.0847
H45 -0.815 -5.935 0.887  0.0731
H46 -5.205 0.933 -4.928  0.0883
H47 -0.323 -4.447 4.009  0.1035